Entry 1:
C19H42BrClFKLiN3NaO12PSSi2V2 | ωB97M-V/def2-TZVPD

Geometry as XYZ:
```
88
Properties=species:S:1:pos:R:3:lowdin_charge:R:1
N -1.2491 5.4569 3.2502 -0.041
C -1.4408 5.3498 1.7535 -0.261
C -1.4541 3.7699 1.3117 -0.161
C -0.1826 3.1063 2.0325 -0.212
C 0.3932 1.7691 1.3291 -0.150
C 1.7112 2.0667 0.4348 -0.079
C 1.4880 2.1179 -1.1195 -0.451
Br -0.2485 1.8668 -2.0025 0.844
C 2.7288 2.3679 -2.0718 0.003
C 4.1092 2.5502 -1.3801 0.023
C 4.1982 2.4854 0.1884 0.021
N 3.0331 2.2593 1.0408 -0.049
C 3.0839 2.1595 2.5170 -0.161
C 4.4309 2.7054 3.1919 -0.162
C 4.7013 4.2639 2.9354 -0.198
C 3.8102 5.2404 3.8808 -0.224
S 3.1639 6.7387 2.9479 0.485
O 1.7344 6.5224 2.4753 -0.375
O 3.9975 7.1003 1.7473 -0.377
Cl 3.1609 8.4655 4.2122 0.219
H -0.2618 5.6042 3.4962 0.010
H -1.6674 4.6587 3.7466 0.051
H -0.4748 5.7877 1.2882 0.098
H -2.3844 5.9188 1.4191 0.083
H -2.3947 3.3112 1.8003 0.121
H -1.4979 3.6263 0.1804 0.090
H -0.4042 2.8275 3.1350 0.117
H 0.6820 3.8827 1.9961 0.096
H -0.4126 1.1972 0.7363 0.075
H 0.6913 1.0483 2.1932 0.090
H 2.6324 2.4127 -3.2141 0.126
H 5.0711 2.7206 -1.9817 0.120
H 5.2534 2.6076 0.6168 0.128
H 2.2120 2.6745 3.0591 0.134
H 2.9772 1.0204 2.7611 0.054
H 4.3209 2.5441 4.3354 0.139
H 5.3440 2.0794 2.8711 0.126
H 5.8034 4.5254 3.1776 0.140
H 4.5292 4.5959 1.8554 0.100
H 4.4436 5.6697 4.7493 0.117
H 2.9011 4.6848 4.2948 0.115
F -2.3923 7.2313 0.1937 -0.679
C -2.5029 -6.7960 0.4084 -0.188
Si -1.6844 -5.6314 -0.8319 0.345
C -2.5853 -5.8553 -2.4624 -0.152
C 0.0890 -6.2134 -1.0322 -0.146
N -1.7944 -3.9990 -0.2203 -0.024
Si -1.1354 -2.6578 -1.1172 0.332
C -1.9508 -2.4328 -2.7885 -0.151
C 0.7196 -2.7865 -1.3569 -0.178
C -1.4364 -1.0713 -0.1445 -0.203
H -2.4466 -7.8253 0.0463 0.030
H -1.9994 -6.7471 1.3780 0.022
H -3.5566 -6.5390 0.5457 -0.018
H -2.6708 -6.9194 -2.6977 0.027
H -2.0492 -5.3827 -3.2869 0.003
H -3.5947 -5.4351 -2.4133 0.033
H 0.6726 -6.0090 -0.1301 0.030
H 0.5790 -5.7356 -1.8826 0.003
H 0.1073 -7.2923 -1.2087 0.048
H -1.6525 -3.2134 -3.4908 0.003
H -1.6565 -1.4727 -3.2243 0.032
H -3.0405 -2.4406 -2.6962 0.027
H 1.2223 -3.0186 -0.4150 0.002
H 1.1153 -1.8342 -1.7233 0.036
H 0.9794 -3.5516 -2.0888 0.001
H -0.9452 -1.1225 0.8324 0.012
H -2.5044 -0.8944 0.0090 0.038
H -1.0229 -0.2229 -0.6964 -0.076
O 0.1643 -5.0072 -4.1795 -0.632
V 0.8702 -3.8478 -5.2737 0.937
O 1.5727 -2.6854 -6.3647 -0.715
O 3.3846 -4.0407 -1.2224 -0.424
H 3.3358 -4.6390 -0.4795 -0.155
O -5.5695 -5.4177 0.7330 -0.612
V -5.4669 -3.9000 -0.1115 1.015
O -5.3834 -2.3774 -0.9511 -0.629
O -4.4497 8.7310 1.3951 -0.117
H -4.1661 9.6516 1.4241 0.003
H -3.6289 8.2370 1.2045 -0.030
O -5.1195 -7.6806 -3.9370 -0.252
P -4.1371 -7.9866 -5.0749 -0.119
O -4.8661 -8.7458 -6.1904 -0.560
O -2.9875 -8.8418 -4.5360 -0.109
O -3.5727 -6.6754 -5.6326 -0.075
Li 2.1620 10.1079 3.1620 0.774
K -6.2354 -9.9159 -5.1721 0.984
Na 2.6966 -0.8575 2.5100 0.684
```

orbital gap: 0.039 Eh
LUMO energy: -4.457 eV
2S+1: 1
charge: 0



Entry 2:
C4H9NO | ωB97M-V/def2-TZVPD

Geometry as XYZ:
```
15
Properties=species:S:1:pos:R:3:nbo_charge:R:1
C 1.4875 -0.1484 -1.9143 -0.620
C 0.5387 0.0830 -0.7595 -0.092
O 0.8774 -0.9204 0.1998 -0.523
C 0.4739 -0.9871 1.4451 0.312
N -0.5845 -0.2711 1.9084 -0.690
C -1.6480 0.5609 1.2632 -0.446
H 2.5222 -0.0532 -1.5685 0.219
H 1.3510 -1.1602 -2.3112 0.217
H 1.3030 0.5739 -2.7131 0.210
H 0.6854 1.0669 -0.3007 0.175
H -0.5062 -0.0205 -1.0674 0.175
H -0.7127 -1.0941 2.5192 0.441
H -2.2015 -0.0031 0.5035 0.194
H -1.2235 1.4549 0.7807 0.211
H -2.3627 0.9186 2.0146 0.216
```

orbital gap: 0.328 Eh
LUMO energy: 0.805 eV
energy relative to the best compared isomer or geometry (same formula, charge and spin): 3.863 eV
2S+1: 1
charge: 0



Entry 3:
C2H2F2 | ωB97M-V/def2-TZVPD

Geometry as XYZ:
```
6
Properties=species:S:1:pos:R:3:nbo_charge:R:1
C 1.2345 0.7634 -0.7915 -0.231
C -0.4698 -0.1515 0.9295 0.747
F -1.7956 -0.2053 0.7464 -0.333
F -0.2933 -1.3793 1.4077 -0.325
H 0.4440 1.2718 -1.3639 0.076
H 0.8801 -0.2991 -0.9282 0.066
```

orbital gap: 0.309 Eh
LUMO energy: -1.259 eV
energy relative to the best compared isomer or geometry (same formula, charge and spin): 6.189 eV
2S+1: 1
charge: 0



Entry 4:
C25H47IrN4OS4 | ωB97M-V/def2-TZVPD

Geometry as XYZ:
```
82
Properties=species:S:1:pos:R:3:mulliken_spin:R:1
Ir 0.4838 -0.3801 0.0534 0.596
C -0.4804 -0.6975 2.0228 0.106
C -1.4777 -0.0850 1.1778 -0.030
C -0.9307 1.2044 0.7693 0.043
C 0.3733 1.3002 1.3987 -0.023
C 0.6046 0.1820 2.2683 -0.082
C 1.5980 0.0745 3.3915 0.020
C 0.8153 0.6998 4.5766 -0.004
C 1.9345 -1.3757 3.7369 -0.002
C 2.8630 0.8983 3.1563 -0.006
C -1.5352 2.4458 0.0828 -0.019
C -2.7386 2.9159 0.9199 0.003
C -0.5169 3.5959 0.0905 -0.006
C -1.9406 2.2271 -1.3775 0.010
C -2.8519 -0.7336 1.0520 0.005
C -3.5882 -0.3310 2.3488 0.002
C -2.7182 -2.2660 1.0238 0.002
C -3.6838 -0.3429 -0.1663 0.006
H -0.5810 -1.6599 2.4941 0.015
H 1.0280 2.1507 1.3229 -0.002
H -0.0837 0.1270 4.8102 0.001
H 0.5358 1.7353 4.3752 0.000
H 1.4593 0.6911 5.4563 -0.001
H 1.0443 -1.9550 3.9883 -0.001
H 2.5778 -1.3889 4.6162 0.000
H 2.4706 -1.8724 2.9267 0.000
H 2.6337 1.9547 3.0039 0.000
H 3.4345 0.5291 2.3065 0.001
H 3.4998 0.8331 4.0382 0.000
H -2.4772 3.0167 1.9760 0.000
H -3.6034 2.2646 0.8364 0.000
H -3.0414 3.9006 0.5635 0.000
H -0.2299 3.8944 1.1005 0.000
H -0.9812 4.4617 -0.3791 0.001
H 0.3804 3.3544 -0.4846 0.001
H -2.6872 1.4518 -1.5029 -0.001
H -1.0724 1.9769 -1.9840 -0.007
H -2.3650 3.1547 -1.7636 0.001
H -3.0349 -0.6471 3.2354 0.000
H -4.5585 -0.8290 2.3689 -0.001
H -3.7566 0.7422 2.4102 0.001
H -2.2515 -2.6804 1.9168 -0.001
H -2.1776 -2.5860 0.1260 -0.001
H -3.7134 -2.7051 0.9666 0.000
H -4.0038 0.6931 -0.1567 0.001
H -4.5868 -0.9532 -0.1763 0.000
H -3.1426 -0.5344 -1.0941 0.001
N 0.4967 -2.9325 0.1046 0.141
N 1.7350 -3.5518 0.2698 -0.009
C 2.8497 -2.8106 0.2917 -0.002
N 4.0147 -3.4250 0.4075 0.004
S 2.8231 -1.1085 0.1628 0.092
H -0.1552 -3.3017 0.7887 -0.011
H 0.1376 -3.0515 -0.8408 -0.006
H 1.7808 -4.5621 0.2409 0.003
H 4.0999 -4.4288 0.4749 -0.001
H 4.8686 -2.8890 0.4199 -0.001
S 1.4146 0.7280 -1.9199 0.101
C 2.5294 2.0000 -1.6428 -0.021
N 2.8695 2.8141 -2.6114 0.006
C 3.9729 3.7567 -2.3794 0.000
C 4.2610 3.7383 -0.8704 0.000
S 3.3983 2.2771 -0.1883 0.001
H 2.4411 2.7405 -3.5253 0.001
H 3.6686 4.7474 -2.7099 0.000
H 4.8393 3.4469 -2.9620 0.000
H 3.8916 4.6256 -0.3638 0.000
H 5.3208 3.6252 -0.6609 0.000
O -0.2464 -1.3646 -1.8051 0.062
S -1.2532 -0.9268 -2.9240 0.006
C -2.3647 -2.3425 -3.1312 0.002
C -1.7023 -3.2820 -4.1320 0.001
C -1.1189 -2.3663 -5.2035 0.000
C -0.3397 -1.2835 -4.4572 0.003
H -3.2932 -1.9216 -3.5264 0.000
H -2.5670 -2.7504 -2.1412 0.000
H -2.4289 -3.9833 -4.5391 0.000
H -0.9122 -3.8630 -3.6507 0.000
H -1.9190 -1.9204 -5.7962 0.000
H -0.4603 -2.8941 -5.8913 0.000
H -0.2087 -0.3537 -5.0065 0.000
H 0.6299 -1.6390 -4.1046 0.000
```

orbital gap (spin up / spin down): 0.292 / 0.249 Eh
LUMO energy (spin up / spin down): -8.929 / -10.358 eV
energy relative to the best compared isomer or geometry (same formula, charge and spin): 0.000 eV
2S+1: 2
charge: +3



Entry 5:
C52H65KN5O2P2 | ωB97M-V/def2-TZVPD

Geometry as XYZ:
```
127
Properties=species:S:1:pos:R:3:lowdin_charge:R:1
K 0.7333 -0.2344 -0.4787 0.584
C 2.4156 2.1677 -2.2035 -0.185
C 1.6523 2.7251 -3.3960 -0.127
C 0.5745 1.8417 -3.9840 -0.309
C 0.0807 2.1609 -5.2516 -0.038
C -0.8446 1.3243 -5.8473 -0.079
C -1.2453 0.1852 -5.1649 -0.063
C -0.7277 -0.0328 -3.8995 -0.146
N 0.1404 0.7828 -3.3087 0.125
N 3.1885 0.9428 -2.4227 -0.126
C 4.4323 0.9369 -1.6884 -0.143
C 4.2756 1.2357 -0.2197 -0.265
C 5.2970 1.8715 0.4805 -0.030
C 5.1249 2.1275 1.8319 -0.071
C 3.9485 1.7288 2.4434 -0.042
C 2.9953 1.0884 1.6657 -0.093
N 3.1438 0.8618 0.3656 0.090
C 3.3991 0.4688 -3.7965 -0.125
C 3.3903 -1.0351 -3.9582 -0.256
C 4.5700 -1.7708 -3.9518 -0.030
C 4.5035 -3.1480 -4.0822 -0.064
C 3.2620 -3.7400 -4.2167 -0.065
C 2.1457 -2.9198 -4.2510 -0.134
N 2.1991 -1.5983 -4.1411 0.137
H 1.6970 1.9946 -1.3975 0.075
H 3.0996 2.9597 -1.8652 0.126
H 2.3497 2.9884 -4.1966 0.118
H 1.1944 3.6593 -3.0620 0.104
H 0.4245 3.0545 -5.7579 0.114
H -1.2356 1.5531 -6.8309 0.104
H -1.9486 -0.5103 -5.6021 0.103
H -1.0103 -0.9188 -3.3413 0.107
H 5.1592 1.6562 -2.1153 0.125
H 4.8627 -0.0655 -1.7740 0.131
H 6.2084 2.1656 -0.0249 0.105
H 5.8975 2.6379 2.3940 0.101
H 3.7566 1.8990 3.4938 0.097
H 2.0692 0.7461 2.1089 0.084
H 4.3576 0.8540 -4.1892 0.121
H 2.5996 0.8316 -4.4308 0.097
H 5.5247 -1.2671 -3.8574 0.106
H 5.4058 -3.7455 -4.0751 0.105
H 3.1541 -4.8140 -4.2672 0.103
H 1.1554 -3.3452 -4.3823 0.107
C -2.7368 -2.9015 2.1746 -0.122
C -2.1370 -1.6568 2.8316 -0.536
C -2.4041 -1.6309 4.3360 -0.108
P -0.3712 -1.4108 2.2373 1.085
C 0.5760 -2.9342 2.7957 -0.520
C 2.0731 -2.6360 2.6297 -0.114
C 0.2675 -3.5887 4.1458 -0.115
C 0.1711 -0.0802 3.3611 -0.328
C 0.9524 -0.1640 4.5098 -0.073
C 1.3706 0.9654 5.2061 -0.304
C 2.1321 0.8273 6.5024 -0.068
C 1.0442 2.2163 4.6867 -0.074
C 0.2601 2.3310 3.5566 -0.046
C -0.2432 1.1932 2.8933 -0.379
N -1.0774 1.2704 1.8079 0.003
C -2.1444 2.1041 1.8843 -0.333
C -2.7353 2.4763 3.1280 -0.038
C -3.8748 3.2408 3.2084 -0.069
C -4.5328 3.6656 2.0548 -0.310
C -5.7914 4.4979 2.1073 -0.077
C -3.9797 3.3106 0.8347 -0.097
C -2.8058 2.5691 0.7078 -0.307
P -2.0124 2.1243 -0.8803 1.111
C -2.6469 3.5227 -1.9890 -0.549
C -1.5130 4.5432 -2.1228 -0.138
C -3.1350 3.1038 -3.3728 -0.113
C -3.1074 0.6925 -1.4336 -0.543
C -4.5788 0.8111 -1.0528 -0.115
C -2.5094 -0.5799 -0.8336 -0.154
H -3.8264 -2.8909 2.2622 0.076
H -2.3630 -3.8088 2.6543 0.064
H -2.4687 -2.9497 1.1170 0.044
H -2.6244 -0.7699 2.4122 0.077
H -2.1558 -2.5823 4.8065 0.054
H -3.4660 -1.4358 4.5120 0.074
H -1.8292 -0.8417 4.8213 0.063
H 0.3260 -3.6621 2.0140 0.088
H 2.4370 -1.9068 3.3530 0.057
H 2.2707 -2.2450 1.6306 0.048
H 2.6523 -3.5547 2.7497 0.083
H 0.2332 -2.8705 4.9630 0.054
H 1.0411 -4.3276 4.3772 0.072
H -0.6879 -4.1134 4.1216 0.053
H 1.2478 -1.1277 4.9028 0.090
H 3.0294 0.2171 6.3741 0.071
H 1.5125 0.3463 7.2634 0.072
H 2.4277 1.8068 6.8800 0.065
H 1.3953 3.1107 5.1935 0.103
H 0.0057 3.3075 3.1615 0.116
H -2.2706 2.1194 4.0374 0.102
H -4.2750 3.5050 4.1829 0.100
H -6.1556 4.5933 3.1309 0.063
H -6.5848 4.0500 1.5038 0.068
H -5.6104 5.5036 1.7167 0.069
H -4.5130 3.6455 -0.0470 0.089
H -3.4688 4.0265 -1.4856 0.070
H -0.7495 4.1537 -2.7970 0.038
H -1.0501 4.7472 -1.1549 0.069
H -1.8778 5.4902 -2.5325 0.072
H -2.3677 2.5466 -3.9142 0.048
H -3.3796 3.9969 -3.9564 0.077
H -4.0353 2.4918 -3.3146 0.061
H -3.0077 0.6451 -2.5225 0.073
H -4.6866 0.7897 0.0316 0.076
H -5.1472 -0.0244 -1.4742 0.075
H -5.0213 1.7400 -1.4155 0.061
H -2.5080 -0.5039 0.2547 0.049
H -1.4789 -0.7017 -1.1599 -0.016
H -3.0858 -1.4613 -1.1314 0.085
O 3.2591 -3.8550 -0.5902 -0.015
C 2.1165 -3.3798 -0.6608 -0.671
O 1.7866 -2.1637 -0.6788 -0.272
C 0.9531 -4.3836 -0.7324 -0.133
C -0.3473 -3.9445 -0.9576 -0.042
C -1.3969 -4.8492 -1.0208 -0.098
C -1.1492 -6.2052 -0.8566 -0.112
C 0.1471 -6.6528 -0.6357 -0.097
C 1.1931 -5.7427 -0.5769 -0.034
H -0.5063 -2.8808 -1.0748 0.085
H -2.4086 -4.5001 -1.1945 0.094
H -1.9671 -6.9156 -0.8930 0.091
H 0.3343 -7.7128 -0.5090 0.091
H 2.2155 -6.0564 -0.4073 0.109
```

orbital gap: 0.203 Eh
LUMO energy: 2.058 eV
2S+1: 1
charge: -1



Entry 6:
C2H3ClOS | ωB97M-V/def2-TZVPD

Geometry as XYZ:
```
8
Properties=species:S:1:pos:R:3:nbo_charge:R:1
C 0.0069 0.1676 -0.1482 -0.747
C 0.1619 0.9974 -1.4211 0.459
O 0.8369 1.9547 -1.6132 -0.501
S -1.0315 0.3871 -2.7285 0.165
Cl -0.5257 1.8238 -4.0364 -0.122
H -0.0017 -0.9084 -0.5427 0.235
H 0.7289 0.1053 0.6744 0.255
H -0.9909 0.3943 0.3564 0.255
```

orbital gap: 0.355 Eh
LUMO energy: 0.082 eV
energy relative to the best compared isomer or geometry (same formula, charge and spin): 0.291 eV
2S+1: 1
charge: 0